{"formula": "C3AgO3", "method": "wB97M-V/def2-TZVPD", "species": ["C", "C", "O", "O", "O", "C", "Ag"], "positions_angstrom": [[0.906, 0.631, 0.048], [1.331, 1.331, -1.054], [2.045, 1.786, -1.888], [-1.738, -2.036, 1.001], [0.112, 1.769, -0.303], [-2.516, -2.845, 0.825], [-0.139, -0.636, 1.371]], "forces_ev_per_angstrom": [[-1.6, 1.3, 0.0], [3.1, 1.2, -2.2], [-2.2, -1.1, 1.8], [-0.8, -0.7, 0.0], [0.7, -1.0, 0.3], [0.0, 0.0, 0.0], [0.8, 0.3, 0.1]], "lowdin_charge": [-0.010, -0.335, 0.313, -0.071, 0.106, 0.134, 0.864], "charge": 1, "e_tot_ha": -486.49972, "multiplicity": 3, "gap_ev": [9.18, 7.62]}


{"formula": "C3BiF6NO4S2", "method": "wB97M-V/def2-TZVPD", "species": ["Bi", "O", "C", "O", "N", "S", "O", "C", "F", "F", "F", "S", "O", "C", "F", "F", "F"], "positions_angstrom": [[-0.130, 0.672, 3.044], [-3.608, -1.045, 0.955], [-3.196, -0.371, 1.822], [-2.939, -0.174, 2.958], [0.150, -0.381, -1.249], [-0.930, 0.654, -0.672], [-1.086, 0.597, 0.890], [-0.154, 2.361, -0.850], [0.073, 2.590, -2.136], [0.994, 2.467, -0.194], [-1.003, 3.272, -0.396], [1.694, -0.360, -0.620], [2.676, -0.039, -1.715], [1.826, -2.223, -0.492], [1.000, -2.678, 0.440], [1.559, -2.822, -1.642], [3.074, -2.520, -0.140]], "forces_ev_per_angstrom": [[-0.1, 0.0, -1.3], [0.7, 2.2, -0.2], [-1.2, -4.0, 1.2], [0.4, 1.7, -1.1], [-0.9, 0.9, 0.7], [1.1, -1.1, -0.1], [0.2, 0.3, 0.6], [0.0, -0.4, -0.3], [-0.1, -0.1, -0.1], [0.2, 0.1, 0.3], [-0.2, 0.2, 0.2], [1.4, 0.3, -1.5], [-1.3, -0.3, 1.6], [0.0, 0.4, -0.6], [-0.3, -0.2, 0.4], [-0.1, -0.1, -0.1], [0.2, 0.0, 0.1]], "lowdin_charge": [1.124, 0.208, -0.440, 0.029, -0.519, 0.957, -0.882, -0.788, 0.137, 0.099, 0.127, 0.848, -0.472, -0.790, 0.107, 0.137, 0.117], "charge": 0, "e_tot_ha": -2080.11337, "gap_ev": [6.39, 6.58]}